[1]
{"formula": "C28H38ClMnOP2", "method": "wB97M-V/def2-TZVPD", "elements": ["H", "P", "C", "C", "H", "C", "H", "H", "H", "H", "C", "H", "C", "C", "H", "H", "C", "H", "C", "C", "H", "H", "C", "H", "Cl", "C", "C", "C", "H", "C", "C", "C", "C", "H", "H", "H", "H", "H", "H", "C", "C", "C", "Mn", "C", "C", "H", "C", "H", "H", "H", "C", "H", "H", "C", "O", "H", "H", "H", "C", "H", "C", "H", "H", "C", "H", "P", "H", "H", "H", "H", "H"], "coordinates": [[-2.778, 1.157, 3.431], [0.085, -0.045, -1.992], [2.083, -0.486, 0.267], [1.380, -3.524, -3.752], [-2.953, -1.088, -5.788], [0.236, 1.669, 3.428], [-1.017, -1.946, 4.781], [2.561, -1.368, 5.164], [0.865, -1.071, 5.495], [0.037, 2.750, 5.276], [-4.067, -0.729, -3.969], [0.179, 2.897, 1.627], [-2.896, -0.851, -4.738], [1.712, -0.768, 4.880], [4.312, -1.788, -3.914], [2.081, 4.841, -4.293], [1.693, 3.919, -3.846], [0.454, 1.712, 0.371], [2.051, 3.554, -2.552], [2.463, -1.032, -3.085], [-4.873, -0.324, -2.005], [-3.706, -0.224, 2.857], [-1.646, -0.663, -4.138], [-5.040, -0.885, -4.428], [-0.883, -2.479, 0.193], [-0.318, 2.816, 2.583], [0.829, 3.086, -4.584], [1.130, -1.287, -2.827], [2.136, -3.063, 3.448], [0.319, 1.923, -4.016], [2.729, -3.247, -4.050], [-2.710, -0.190, -2.010], [-2.773, 0.316, 2.758], [-0.374, 1.315, -4.593], [2.903, -0.071, -2.812], [-1.727, -1.565, 2.428], [-2.728, -1.626, 4.669], [1.325, 1.780, 3.470], [1.940, 0.266, 5.058], [1.571, 2.357, -1.995], [0.690, 1.540, -2.722], [1.418, -1.033, 3.369], [0.272, -0.731, 0.297], [-1.615, -0.675, 3.105], [3.269, -2.015, -3.706], [3.337, -3.998, -4.550], [0.593, -2.568, -3.126], [-1.665, -0.376, 5.272], [2.703, 4.185, -1.970], [-0.158, 3.766, 3.128], [-1.549, -0.315, -2.766], [0.379, -2.946, 3.686], [-0.445, -2.798, -2.852], [-3.965, -0.407, -2.608], [3.237, -0.544, 0.183], [1.885, 2.074, -0.991], [1.083, -2.765, 2.076], [-1.417, 1.815, 4.880], [-1.734, -1.203, 4.568], [0.034, 1.009, 5.545], [1.251, -2.548, 3.130], [2.314, -0.695, 2.817], [-0.253, 1.902, 0.141], [-0.324, 1.792, 4.848], [-2.647, 0.057, -0.954], [0.054, -0.012, 2.621], [-2.687, 0.656, 1.741], [-0.746, -0.788, -4.743], [-1.404, 2.713, 2.417], [0.945, -4.490, -4.018], [0.556, 3.362, -5.614]], "atomic_forces_ev_per_a": [[-0.10, 0.31, 0.15], [0.04, -0.21, -3.00], [8.78, 0.61, -0.64], [0.16, 0.06, -0.02], [0.01, -0.07, -0.11], [0.32, 0.36, -0.73], [0.73, -0.79, 0.36], [0.37, -0.21, 0.10], [0.10, 0.04, 0.03], [-0.20, -0.45, -0.41], [0.71, 0.14, 0.40], [-0.02, 0.36, 0.30], [0.12, 0.28, 0.99], [-0.71, -0.29, -0.96], [-0.22, -0.07, 0.02], [-0.19, -0.41, 0.23], [-0.31, -0.34, -0.28], [-0.82, -0.05, -0.44], [-0.22, -0.59, 0.00], [0.89, -0.30, -0.37], [0.37, -0.01, -0.22], [-0.23, -0.05, 0.05], [-0.21, 0.05, 0.16], [0.17, 0.02, 0.12], [-0.63, -0.34, -0.18], [-0.32, 0.59, 0.36], [0.32, 0.41, 0.08], [-0.42, -0.99, 0.35], [0.46, -0.28, 0.21], [-0.17, -0.12, -0.20], [-0.45, 0.15, 0.11], [-0.50, -0.15, -0.47], [1.00, -0.99, 0.28], [0.20, 0.24, 0.14], [-0.07, -0.20, -0.24], [0.04, 0.77, 0.66], [-0.14, -0.17, 0.01], [0.00, 0.03, 0.06], [0.19, 0.40, 0.20], [-0.10, 0.24, -0.54], [0.42, 0.41, 1.05], [0.37, -0.19, 0.76], [-3.74, 0.60, 0.10], [-0.55, -0.95, -0.35], [-0.35, 0.46, 0.33], [-0.10, 0.16, 0.12], [-0.01, 0.26, 0.23], [0.06, -0.20, 0.09], [0.12, 0.06, 0.05], [-0.10, -0.46, -0.24], [-0.26, -0.30, -0.12], [0.55, 0.15, -0.30], [0.47, 0.08, -0.27], [0.05, 0.03, -0.08], [-4.73, 0.27, 0.45], [0.02, 0.16, -0.23], [0.04, -0.21, -0.09], [0.22, 0.01, -0.10], [-0.66, 1.51, -0.95], [-0.33, 0.45, -0.49], [-1.05, 0.65, -0.10], [-0.20, -0.04, 0.18], [0.58, -0.45, -0.05], [0.32, -0.27, 0.97], [-0.13, -0.02, -0.05], [-0.33, -0.67, 2.03], [-0.07, 0.31, -0.51], [-0.26, -0.03, 0.21], [0.45, 0.07, 0.01], [0.19, 0.32, 0.13], [0.09, -0.19, 0.63]], "spin_multiplicity": 5, "homo_ev": [-14.45, -14.51], "gap_ev": [5.0310, 5.5605], "charge": 2}

[2]
{"formula": "C28H38ClN7O2PS", "method": "wB97M-V/def2-TZVPD", "elements": ["N", "H", "C", "C", "C", "H", "H", "C", "H", "C", "C", "H", "H", "H", "C", "H", "C", "N", "O", "H", "H", "C", "C", "H", "H", "H", "O", "H", "H", "H", "H", "H", "H", "C", "N", "H", "H", "C", "H", "H", "C", "N", "C", "H", "H", "C", "H", "C", "C", "N", "H", "C", "C", "H", "C", "C", "P", "Cl", "C", "C", "H", "N", "H", "H", "C", "H", "H", "S", "H", "C", "H", "H", "C", "C", "N", "H", "H", "C"], "coordinates": [[-1.687, -6.146, -2.677], [-3.399, -8.453, -1.148], [-1.616, 4.665, 0.888], [-1.882, 2.641, -7.536], [-1.365, -0.768, 4.471], [-2.273, -3.488, -6.482], [3.427, 1.717, 6.994], [0.289, -1.541, -6.025], [-0.666, -0.117, 3.973], [-0.995, 1.611, -7.357], [0.447, -1.404, -1.091], [2.649, 0.268, 3.545], [-3.897, -5.926, -0.297], [0.667, -1.657, -3.879], [-1.255, 3.600, -8.374], [-2.304, -4.312, -1.780], [2.918, 1.291, 3.344], [0.144, 1.916, -8.052], [0.832, 3.692, 9.052], [-3.779, -2.930, 5.045], [4.828, 2.670, 9.680], [3.058, 3.499, 3.740], [-2.947, -7.546, -1.513], [4.096, 4.003, 1.889], [0.965, 1.344, -8.096], [-1.533, -8.229, -3.100], [4.615, 1.913, 9.114], [-0.752, -2.010, -7.803], [-0.770, -0.395, 6.460], [1.024, -0.878, -6.448], [-2.563, 5.172, 0.965], [0.784, 3.539, -9.280], [2.125, 2.166, 5.094], [-0.006, 3.124, -8.677], [0.204, -0.294, -0.330], [-2.578, -1.727, 2.933], [-1.461, -3.342, -3.900], [1.354, 0.093, 0.298], [-0.941, 4.422, 3.002], [-2.532, -1.987, 7.255], [1.768, -1.736, -0.943], [-1.380, -0.882, 5.837], [-3.207, -6.225, -1.068], [-0.683, 0.168, -0.247], [1.173, 4.064, 8.231], [-2.004, -7.465, -2.505], [-1.026, -5.792, -3.342], [-2.413, -5.383, -1.803], [-0.816, 4.297, 1.940], [2.612, 2.295, 4.230], [3.925, 1.338, 1.413], [-1.028, -2.835, -4.747], [3.562, 1.863, 2.280], [1.367, 0.953, 0.943], [-2.970, -2.221, 5.080], [-1.464, -2.929, -6.044], [1.639, 2.246, 9.303], [0.472, 0.819, 8.362], [-0.963, 4.255, -0.302], [-2.341, -1.592, 3.974], [-2.871, 2.699, -7.114], [-0.660, -2.136, -6.813], [0.996, 3.207, -0.529], [-1.673, 4.532, -8.715], [2.345, -0.786, -0.061], [-0.339, -1.859, -1.669], [2.265, -2.566, -1.416], [3.448, 2.515, 8.117], [-1.076, 0.695, -6.798], [0.084, -1.954, -4.735], [3.370, -0.752, 0.271], [2.911, 4.414, 4.290], [-2.358, -1.763, 6.216], [0.213, 3.651, 0.062], [0.293, 3.678, 1.428], [1.049, 3.302, 1.971], [-1.314, 4.389, -1.312], [3.651, 3.259, 2.529]], "atomic_forces_ev_per_a": [[-0.05, -0.03, 0.10], [0.00, 0.00, 0.00], [-0.02, 0.01, 0.15], [0.01, -0.11, 0.04], [0.00, -0.03, -0.05], [-0.01, 0.00, 0.03], [0.44, -0.22, 0.78], [-0.05, -0.03, -0.03], [-0.01, -0.01, -0.05], [-0.04, 0.02, 0.02], [-0.01, 0.00, 0.06], [-0.03, 0.00, -0.07], [0.00, 0.00, 0.00], [0.02, 0.02, -0.02], [0.10, 0.04, -0.07], [-0.03, 0.00, 0.02], [0.07, -0.08, -0.07], [-0.14, 0.05, -0.02], [1.81, -2.14, -0.26], [0.00, 0.00, 0.00], [0.49, 0.14, 0.25], [0.06, 0.11, 0.00], [0.07, -0.09, -0.07], [-0.01, 0.00, 0.00], [0.08, -0.03, -0.01], [-0.02, -0.01, 0.01], [-1.49, -0.12, -1.16], [-0.02, 0.00, -0.07], [-0.02, -0.01, -0.03], [0.03, -0.01, 0.04], [0.00, 0.00, 0.00], [-0.02, 0.02, 0.00], [-0.36, -0.02, -0.09], [-0.01, 0.02, 0.02], [0.10, -0.07, -0.02], [0.00, -0.01, 0.00], [-0.05, 0.02, -0.02], [-0.06, -0.03, 0.01], [-0.03, 0.01, -0.01], [-0.02, -0.02, -0.02], [-0.08, -0.07, -0.08], [-0.07, -0.03, -0.06], [0.03, 0.14, 0.01], [-0.04, 0.08, -0.03], [-0.58, 0.77, -0.36], [-0.02, 0.02, 0.00], [0.04, 0.02, -0.04], [0.00, 0.00, -0.03], [0.00, -0.03, -0.02], [0.20, -0.02, 0.12], [-0.01, 0.01, -0.01], [-0.06, -0.09, -0.03], [-0.02, -0.10, 0.11], [-0.01, 0.00, -0.01], [0.01, 0.01, 0.15], [-0.02, 0.01, -0.01], [-2.50, 0.15, 1.55], [0.83, 0.85, 0.08], [0.10, -0.07, -0.06], [0.11, 0.11, -0.04], [0.00, -0.01, 0.00], [0.04, -0.05, 0.13], [-0.02, 0.00, -0.02], [0.00, 0.00, -0.01], [-0.01, 0.13, 0.10], [0.01, -0.01, 0.00], [0.00, 0.00, 0.00], [1.18, 0.65, -0.81], [-0.02, 0.03, 0.04], [0.14, 0.08, -0.03], [0.01, -0.02, -0.02], [-0.01, 0.02, -0.06], [-0.03, -0.05, -0.02], [-0.01, -0.05, -0.01], [-0.08, -0.01, 0.00], [0.12, 0.06, -0.03], [0.01, 0.01, 0.00], [-0.04, 0.08, 0.14]], "homo_ev": -9.23, "gap_ev": 3.0622, "charge": 1}

[3]
{"formula": "C28H38CoF5N4O3P3", "method": "wB97M-V/def2-TZVPD", "elements": ["O", "H", "C", "H", "P", "H", "H", "C", "H", "F", "H", "C", "H", "C", "F", "C", "H", "H", "H", "H", "H", "H", "H", "C", "H", "C", "C", "C", "C", "H", "H", "C", "C", "C", "C", "O", "H", "H", "N", "H", "H", "O", "F", "H", "F", "N", "C", "H", "H", "H", "C", "H", "H", "H", "H", "C", "C", "F", "N", "C", "C", "C", "H", "C", "H", "C", "C", "P", "H", "H", "C", "N", "C", "Co", "C", "H", "H", "H", "H", "C", "H", "P"], "coordinates": [[0.885, 0.734, -1.863], [2.305, 3.817, -3.434], [1.407, 0.742, 3.173], [-1.305, 4.183, -2.543], [1.110, -1.385, 1.477], [3.404, -3.270, 1.506], [2.334, 2.279, 1.226], [-2.233, 1.238, -3.882], [-5.182, 1.909, -0.364], [3.628, -0.597, -0.298], [1.751, 2.426, 4.451], [-1.025, -3.376, 1.544], [-3.059, -1.322, -3.919], [2.859, -1.112, -1.292], [2.513, -3.091, -2.515], [-0.109, -2.568, 0.878], [0.505, 4.077, 1.291], [-0.569, 3.269, 4.253], [-1.975, -5.245, -1.122], [2.184, 2.048, -3.564], [-3.832, 3.036, -0.517], [1.284, -3.346, 5.964], [-1.237, 1.190, -4.328], [1.656, 2.986, -3.723], [-2.972, 0.990, -4.644], [2.780, -4.213, 4.690], [3.374, -4.185, 3.437], [0.130, -2.715, -0.473], [1.029, 1.895, 3.843], [2.427, 0.381, 3.263], [0.192, 5.107, -2.768], [-0.376, 4.236, -3.107], [1.889, -2.415, 2.764], [1.747, -3.334, 4.986], [-3.916, -0.033, 0.544], [-1.165, -0.419, -0.566], [-1.304, -1.316, -3.645], [-0.599, 4.189, -0.075], [-2.376, 0.295, -2.773], [-0.317, -3.821, -2.275], [-1.186, -3.280, 2.612], [-1.244, 2.060, -1.290], [3.091, -0.389, -2.412], [-2.419, 2.259, -3.555], [4.570, -2.526, -2.144], [0.963, 2.779, -0.281], [-0.274, 2.367, 3.732], [-2.407, -1.780, -2.342], [-0.624, 4.380, -4.159], [-4.171, 0.401, 1.512], [0.479, 0.043, 2.394], [-4.314, 2.016, -1.892], [-3.222, -0.854, 0.704], [2.714, 1.597, -0.359], [1.026, 4.901, -0.190], [-2.278, -1.111, -3.189], [-1.712, -4.327, 0.803], [3.360, -3.311, -0.535], [-3.308, 0.987, -0.323], [0.447, 4.061, 0.203], [-0.516, -3.682, -1.217], [3.343, -2.539, -1.621], [-2.436, -4.970, 1.287], [1.301, -2.432, 4.030], [1.431, 3.076, -4.786], [2.330, 2.473, 0.154], [-0.821, 0.518, 2.288], [-1.996, 0.629, -1.218], [-4.825, -0.436, 0.091], [4.185, -4.863, 3.203], [-1.197, 1.675, 2.960], [0.392, 2.997, -2.967], [-4.197, 2.049, -0.804], [0.994, -1.022, -0.822], [-1.449, -4.483, -0.560], [-2.218, 2.029, 2.883], [2.997, 3.314, -0.054], [-1.537, -0.016, 1.685], [3.123, -4.917, 5.438], [2.932, -3.288, 2.474], [0.499, -1.747, 4.276], [0.333, 2.100, -1.611]], "atomic_forces_ev_per_a": [[0.25, 0.22, 0.18], [-0.02, 0.00, 0.02], [-0.06, 0.05, 0.02], [0.02, -0.03, 0.00], [-0.81, -0.47, -0.54], [0.00, 0.00, 0.04], [-0.01, 0.03, 0.01], [-0.14, -0.04, 0.03], [0.01, 0.01, 0.00], [0.35, 0.11, 0.00], [-0.02, -0.01, -0.02], [-0.12, 0.00, -0.03], [-0.01, 0.01, -0.03], [-0.77, -1.32, 0.13], [0.00, -0.02, -0.09], [-0.50, -0.33, 0.55], [0.00, -0.02, 0.01], [0.00, -0.02, 0.01], [0.00, 0.01, 0.04], [-0.04, -0.02, 0.02], [0.02, -0.02, 0.00], [0.02, 0.01, -0.03], [0.01, -0.02, 0.00], [-0.10, 0.03, 0.03], [0.00, 0.00, 0.00], [0.00, 0.00, 0.00], [-0.02, 0.02, -0.01], [1.08, 0.66, -0.01], [0.03, -0.03, -0.04], [-0.03, -0.01, 0.01], [0.01, -0.01, 0.00], [0.05, -0.07, -0.02], [0.58, 0.16, -0.16], [-0.03, 0.03, -0.04], [0.01, 0.06, -0.10], [0.05, -0.04, -0.12], [0.02, 0.01, -0.01], [0.02, -0.04, 0.00], [0.26, -0.12, -0.36], [-0.01, -0.01, 0.06], [-0.01, -0.01, -0.02], [-0.13, 0.10, -0.12], [0.22, 0.16, -0.14], [0.01, -0.02, 0.02], [0.04, -0.10, 0.03], [0.25, 0.13, 0.33], [0.00, 0.00, 0.00], [0.00, 0.03, 0.03], [0.00, -0.01, -0.01], [0.00, 0.04, 0.00], [0.23, 0.15, 0.02], [-0.01, -0.02, 0.03], [0.02, 0.00, -0.03], [-0.03, -0.03, -0.02], [0.02, 0.00, -0.01], [-0.09, 0.06, 0.00], [0.06, 0.05, -0.04], [0.00, -0.13, 0.00], [-0.20, -0.05, 0.21], [0.00, -0.11, 0.05], [-0.06, -0.19, -0.06], [0.13, 0.43, -0.14], [0.03, 0.00, -0.03], [-0.02, 0.01, 0.04], [-0.02, 0.01, 0.00], [-0.04, 0.12, -0.03], [-0.10, -0.01, 0.10], [0.12, -0.17, 0.25], [0.00, 0.00, -0.01], [-0.02, 0.03, 0.01], [-0.01, -0.05, -0.03], [0.13, 0.24, -0.34], [0.02, -0.03, 0.01], [-0.78, 0.91, 0.28], [0.03, 0.05, -0.07], [0.03, 0.01, 0.00], [-0.01, 0.00, -0.02], [0.03, -0.01, 0.04], [0.00, 0.03, -0.02], [0.06, 0.04, 0.12], [0.01, -0.02, 0.00], [0.00, -0.40, 0.01]], "homo_ev": [-11.42, -11.33], "gap_ev": [8.3201, 7.5541], "charge": 1}